# 1
Density functional theory data (ωB97M-V/def2-TZVPD) for a molecular structure, C5H6NO in a non-equilibrium geometry.

The geometry in XYZ format:
```
13
Properties=species:S:1:pos:R:3:forces:R:3
H 0.727 2.787 -0.004 -1.139 -1.700 -0.111
O 0.853 -1.736 -0.625 -3.690 -1.448 0.783
H -2.188 -0.654 -0.665 -0.805 1.168 -0.827
C -1.507 -1.283 -0.174 0.009 0.074 1.384
C 0.377 1.811 0.529 2.483 2.167 -1.236
N 2.073 0.093 -0.338 -0.413 1.688 1.347
H -0.643 1.630 0.630 -1.716 0.456 0.166
C 2.003 -1.084 -0.937 2.985 -0.082 -1.975
H -1.735 -2.270 -0.337 -0.689 -2.540 -0.414
H -1.649 -1.075 0.906 0.103 0.030 -0.134
C -0.160 -0.990 -0.402 4.028 3.588 0.812
C 0.987 0.630 -0.011 -1.365 -2.802 -1.031
H 0.861 2.142 1.427 0.208 -0.599 1.236
```
Positions in Å, forces in eV/Å.

## Properties
total charge = +1
HOMO (alpha / beta) = -14.4252 / -14.3278 eV
energy above the lowest of the compared OMol25 structures with the same formula, charge and spin = 166.7 kcal per mole

---

# 2
Density functional theory data (ωB97M-V/def2-TZVPD) for a molecular structure, C11H44CsO11 in a non-equilibrium geometry.

The geometry in XYZ format:
```
67
Properties=species:S:1:pos:R:3:forces:R:3
H -2.452 0.529 5.236 0.072 -0.128 0.008
C 2.249 -1.551 2.157 -1.298 -0.349 0.273
H -3.692 1.525 4.476 -0.126 -0.224 -0.276
C -1.340 -0.494 -3.860 -2.059 0.966 -1.072
H 3.413 3.574 2.404 0.045 0.419 -0.162
H -2.613 -4.563 -1.976 0.130 -0.133 -0.182
O 2.615 2.440 -1.337 -0.348 0.467 -0.600
H -1.009 -1.401 -2.214 -0.072 -0.409 0.468
C 5.673 -0.215 0.801 -0.045 -0.329 -2.670
O -5.400 -2.008 -0.052 -0.080 0.316 -0.834
H -3.511 -3.058 -2.021 -0.369 -0.049 -0.277
O 1.992 -1.176 0.803 0.520 1.144 -0.015
C 2.329 3.462 2.379 0.486 1.349 0.988
H -1.713 -1.479 -4.139 0.231 0.230 -0.638
H 2.899 4.258 -2.404 -0.428 0.079 0.622
H -2.242 1.651 3.111 0.721 0.232 -0.607
H -3.266 -4.568 1.315 0.010 0.130 -0.038
H 3.545 0.021 -4.104 -0.198 0.573 0.018
Cs 0.247 1.176 0.068 -0.051 -0.034 0.018
H 1.719 3.147 -3.144 -0.334 -0.091 0.455
O -1.625 -2.867 -1.375 1.551 0.696 0.413
H 6.025 -0.673 1.725 0.506 0.094 -0.408
C -2.672 1.529 4.863 -1.248 -0.493 1.350
H -2.132 -2.303 2.379 -0.529 0.065 -0.190
H -2.744 -3.803 3.162 0.513 0.300 0.393
H -4.292 -0.412 0.401 0.053 0.380 0.146
H 1.692 -2.484 2.238 0.597 -0.302 0.870
C -2.092 -3.392 2.392 -0.179 -0.444 -0.506
H 2.348 -1.796 0.162 0.214 -0.285 0.313
H -1.788 -3.163 -0.476 -0.143 -0.131 0.531
H 3.418 2.898 -3.228 0.118 -0.504 0.087
H -5.960 0.010 0.026 -0.215 -0.147 -0.077
C -3.321 2.613 -0.644 0.517 0.001 -1.724
H -0.798 0.052 -4.633 1.325 -0.842 0.087
H -4.770 -0.302 -1.247 -0.260 -0.576 -0.363
H 2.734 0.121 -2.504 -0.263 -0.635 -0.290
H 4.715 -0.665 0.541 -0.254 -0.027 0.317
C -5.126 -0.626 -0.269 0.708 0.219 1.078
O 6.560 -0.501 -0.366 0.261 -0.052 2.280
O -0.839 -0.532 -2.585 1.649 0.628 1.234
C 3.613 -0.229 -3.045 0.032 -0.324 -0.661
O -2.529 -3.976 1.148 0.404 0.500 -0.081
H 3.766 -1.307 -3.099 -0.372 -0.185 0.678
C -2.530 -3.499 -2.195 -1.396 -0.485 -0.521
H -2.268 -3.345 -3.242 0.096 -0.151 0.100
H 6.174 -0.268 -1.214 -0.767 0.202 0.446
H -2.792 2.171 5.735 0.810 0.388 -0.105
H -4.278 2.105 -0.766 0.151 -0.121 -0.514
H -3.340 2.576 1.188 0.313 -0.151 0.827
H 5.497 0.856 0.903 0.285 0.054 0.211
H 1.779 -0.836 2.833 -0.572 0.242 -0.441
O -1.754 1.937 3.887 -0.200 0.161 -0.431
O -2.721 2.207 0.555 -0.298 0.672 0.984
H -5.388 -2.432 -0.913 -0.191 -0.217 0.053
H -2.562 2.415 -1.401 -0.503 -0.723 -0.485
C 2.628 3.212 -2.546 0.779 0.190 -0.709
H 2.170 1.814 3.403 0.021 0.215 0.015
H 1.882 4.008 3.210 0.173 0.269 0.143
H -1.033 -3.614 2.522 -0.106 -0.443 0.320
H -2.173 0.209 -3.859 -0.955 -0.269 0.145
H -3.466 3.678 -0.824 -0.170 0.351 0.911
O 2.020 2.118 2.504 -0.815 -1.650 -0.745
H 3.248 -1.544 2.593 0.513 -0.507 -1.046
O 4.707 0.400 -2.410 0.438 0.499 0.060
H 3.309 1.785 -1.440 0.421 -0.117 0.159
H 1.920 3.948 1.493 0.033 -0.615 -0.321
H 5.352 0.636 -3.080 0.150 0.110 -0.011
```
Positions in Å, forces in eV/Å.

## Properties
total charge = +1
HOMO = -11.9726 eV

---

# 3
Density functional theory data (ωB97M-V/def2-TZVPD) for C5H7NO in the gas phase in a non-equilibrium geometry.

The geometry in XYZ format:
```
14
Properties=species:S:1:pos:R:3:forces:R:3
H 1.972 -1.160 -1.421 -0.215 0.100 0.022
C 1.012 -0.633 -1.461 -0.083 0.051 -0.048
C 0.406 -1.086 0.962 0.416 0.568 -0.701
H -0.624 1.656 -0.566 -0.095 -0.162 0.072
H -1.453 0.089 -0.714 -0.028 0.010 0.178
H 1.108 0.189 -2.175 -0.036 -0.068 0.069
C -1.334 0.936 1.285 1.422 -2.881 1.694
O -1.552 -0.279 2.111 -0.499 3.601 -2.620
H 1.425 0.574 0.283 -0.127 -0.030 -0.090
N -0.394 -1.137 1.830 0.297 -2.227 1.708
C 0.640 -0.099 -0.083 -0.354 0.385 0.033
C -0.802 0.690 -0.072 -0.136 0.128 -0.466
H -0.652 1.583 1.850 -0.679 0.443 0.101
H 0.249 -1.325 -1.829 0.116 0.082 0.049
```
Positions in Å, forces in eV/Å.

## Properties
HOMO (alpha / beta) = -9.1578 / -8.4950 eV
energy above the lowest of the compared OMol25 structures with the same formula, charge and spin = 140.3 kcal per mole

---

# 4
Density functional theory data (ωB97M-V/def2-TZVPD) for a gas-phase ion, C18H27N6O2 (charge +1) in a non-equilibrium geometry.

The geometry in XYZ format:
```
53
Properties=species:S:1:pos:R:3:forces:R:3
N -3.868 -0.296 -1.878 -0.827 0.558 -0.591
C 1.715 -0.579 -1.575 0.369 -0.162 0.149
H 2.408 1.401 1.145 -0.046 -0.013 0.044
C -0.014 -2.250 -1.191 0.093 0.159 -0.025
H -0.280 3.804 0.474 -0.032 -0.052 -0.007
H 0.101 0.698 2.630 -0.100 -0.059 -0.114
H -0.254 0.431 -0.253 -0.128 -0.069 0.301
H -1.690 -3.530 -0.737 0.014 0.073 -0.107
C 2.100 -2.497 -0.149 0.069 0.566 -0.319
H -1.541 -3.116 -2.454 -0.052 0.014 0.161
C -1.653 -0.581 0.896 -0.394 -0.223 0.331
H -1.499 2.213 1.682 0.038 -0.151 -0.008
H -1.949 -0.148 2.993 0.037 0.098 0.006
H 2.060 0.320 -2.053 0.042 0.162 -0.080
H 1.337 2.482 -2.758 -0.046 -0.103 -0.092
C 1.373 1.743 1.189 0.002 0.098 -0.008
C -2.476 -0.702 -0.340 -0.047 -0.404 -0.705
H 1.321 2.556 1.929 0.019 -0.045 -0.025
H 0.875 4.120 -2.280 -0.077 0.059 -0.074
H -0.224 -0.550 -2.474 -0.123 0.093 -0.078
H 5.012 -2.697 -0.075 -0.260 0.114 0.040
C -1.424 -2.732 -1.436 0.303 -0.539 -0.215
C -0.329 2.842 -0.059 0.097 0.022 -0.139
C -3.330 -1.677 2.402 0.094 0.176 -0.044
H 0.977 -0.381 1.527 -0.139 -0.001 -0.075
H -3.261 0.414 1.935 0.084 0.094 0.014
C -1.312 1.899 0.654 -0.376 0.709 -0.100
C 0.829 -2.982 -0.348 0.232 -0.008 -0.007
H 0.512 -3.904 0.110 -0.084 -0.154 0.112
C 2.534 -1.306 -0.746 -0.392 -0.514 0.161
C 0.456 0.574 1.607 0.596 -0.027 0.398
O 3.806 -1.040 -0.344 -0.232 0.370 -0.219
N -2.359 -1.645 -1.311 -0.441 1.167 0.988
H 2.923 2.452 -0.745 0.018 0.064 0.062
N 0.975 2.193 -0.135 -0.013 0.102 0.120
H -2.656 -2.509 2.595 0.049 -0.120 0.034
C -2.554 -0.394 2.121 0.066 -0.135 -0.041
H -0.667 3.036 -1.077 -0.064 0.029 0.079
H 2.541 3.767 -2.699 0.040 0.068 -0.089
C 1.656 3.368 -2.214 0.086 0.031 0.279
H -1.047 -1.485 1.021 0.007 0.242 -0.013
C 1.994 3.026 -0.769 0.012 -0.059 -0.224
N -3.257 -1.338 -2.244 0.351 -1.207 -0.963
H 2.153 3.955 -0.200 0.051 -0.063 0.046
C 0.426 -1.074 -1.787 -0.027 -0.294 -0.104
N -0.695 0.553 0.683 0.093 -0.197 -0.350
C 4.209 -2.148 0.441 1.231 -0.218 0.430
N -3.418 0.138 -0.711 0.443 0.104 1.118
O 3.092 -3.000 0.627 -0.498 -0.172 0.011
H 4.572 -1.798 1.416 -0.161 -0.052 -0.214
H -3.960 -1.541 3.275 -0.063 -0.037 0.062
H -2.267 1.845 0.125 0.184 -0.023 0.158
H -3.973 -1.933 1.563 -0.097 -0.069 -0.076
```
Positions in Å, forces in eV/Å.

## Properties
total charge = +1
structure (SMILES) = CC[C@@H](c1nnnn1Cc1ccc2c(c1)OCO2)[NH+]1CCN(CC)CC1
HOMO = -11.5425 eV
energy above the lowest of the compared OMol25 structures with the same formula, charge and spin = 6.2 kcal per mole

---

# 5
Density functional theory data (ωB97M-V/def2-TZVPD) for C6H10 in the gas phase in a non-equilibrium geometry.

The geometry in XYZ format:
```
16
Properties=species:S:1:pos:R:3:forces:R:3
H 2.152 1.481 -0.228 -0.051 -0.332 -0.800
C 0.069 1.431 -0.245 0.089 0.357 0.149
C 1.267 0.841 -0.288 -0.444 0.111 -0.300
H -1.392 1.519 1.199 -0.207 -0.237 -0.067
H -0.006 2.471 -0.539 0.106 0.362 0.590
C -0.919 -0.593 0.845 0.339 -0.008 -0.022
H -0.782 -1.019 -1.213 1.028 0.026 0.203
H -0.247 -0.612 1.706 -0.128 0.193 0.204
H 2.312 -0.988 0.075 -1.566 -0.534 0.216
H -2.050 0.844 -0.293 0.189 0.090 -0.028
H -1.871 -1.059 1.158 0.487 -0.068 -0.384
C 1.370 -0.643 -0.442 -1.123 -0.382 -0.094
C -0.162 -1.258 -0.313 0.847 -0.055 0.109
H 1.569 -0.900 -1.488 0.305 0.446 -0.112
C -1.170 0.835 0.366 -0.035 -0.011 -0.028
H -0.141 -2.350 -0.299 0.163 0.042 0.364
```
Positions in Å, forces in eV/Å.

## Properties
structure (SMILES) = C1=CCCCC1
HOMO = -8.6427 eV
energy above the lowest of the compared OMol25 structures with the same formula, charge and spin = 24.0 kcal per mole

---

# 6
Density functional theory data (ωB97M-V/def2-TZVPD) for 2 unconnected molecules or ions with the total composition C3H2ClFN3O4 in a non-equilibrium geometry.

The geometry in XYZ format:
```
14
Properties=species:S:1:pos:R:3:forces:R:3
F 0.764 0.939 1.937 0.158 0.204 -1.213
C -0.090 2.021 0.068 -0.268 0.865 -0.486
H 1.604 0.620 0.049 -1.331 0.446 0.087
N 0.420 -1.727 0.438 -0.510 -0.272 -0.228
O 0.191 -2.507 -0.452 0.067 0.172 0.022
O -2.450 -0.803 -0.378 -0.220 -0.142 0.280
H -0.885 -0.397 1.463 0.474 -0.309 -1.639
Cl 2.007 0.862 -2.890 0.055 -0.030 0.454
C 0.581 0.799 0.509 1.352 -0.519 1.090
N -0.651 2.994 -0.194 0.467 -0.904 0.316
C -0.342 -0.423 0.458 -0.634 0.395 1.415
O -0.949 -0.050 -1.740 -0.041 -0.074 0.459
N -1.333 -0.419 -0.660 0.085 0.039 -0.678
O 1.134 -1.909 1.393 0.345 0.127 0.120
```
Positions in Å, forces in eV/Å.

## Properties
total charge = -1
HOMO = -4.1347 eV
energy above the lowest of the compared OMol25 structures with the same formula, charge and spin = 13.3 kcal per mole